94
Properties=species:S:1:pos:R:3:forces:R:3:mulliken_charge:R:1 method="wB97M-V/def2-TZVPD" e_homo_ha=-0.306 gap_ev=8.772 e_tot_ha=-1689.6030 charge=0 smiles=c1cc[nH]c1.CCCC#N.CCCC#N.CCCC#N.CCCC#N.CCCC#N.CCCC#N.CCCC#N e_lumo_ev=0.4 fmax_ha_per_bohr=0.08673
C 2.514704 0.256121 5.982003 -1.1 0.4 -1.1 -0.300
C 1.359204 0.026491 6.782423 0.4 -0.5 0.7 -0.389
C 1.784724 -0.618279 7.946313 1.5 -0.1 -2.0 -0.448
N 3.166334 -0.809219 7.743673 -0.6 -0.5 1.6 -0.029
C 3.603904 -0.283099 6.572093 0.0 0.1 0.4 -0.477
H 2.491954 0.726221 5.009953 0.1 0.1 0.1 0.378
H 0.356034 0.236511 6.441913 0.0 0.1 0.4 0.364
H 1.326154 -1.133519 8.777363 -0.2 0.4 -0.1 0.339
H 3.729124 -1.337169 8.395323 0.0 0.3 -0.2 0.200
H 4.635004 -0.267929 6.251173 -0.1 -0.2 0.2 0.361
C 0.357374 1.131081 -9.474737 0.9 -0.7 -0.5 -1.201
C 0.083414 -0.310169 -9.013277 -1.0 0.7 0.8 -0.306
C -1.390436 -0.736079 -9.217167 0.5 -0.2 -0.6 -0.424
C -2.379246 0.330011 -9.339547 -0.8 0.4 0.2 0.226
N -3.222676 1.107081 -9.474477 0.7 -0.5 0.1 -0.409
H -0.077566 1.343201 -10.451437 -0.3 0.0 0.1 0.354
H 1.431954 1.220481 -9.634077 0.1 0.3 0.2 0.355
H 0.046254 1.893021 -8.760057 -0.1 -0.2 0.0 0.339
H 0.246904 -0.382049 -7.938007 0.4 0.1 0.0 0.243
H 0.678984 -1.090779 -9.486597 0.2 0.4 -0.1 0.299
H -1.673286 -1.437489 -8.432227 -0.3 0.0 -0.2 0.297
H -1.393036 -1.249839 -10.178487 -0.4 -0.2 0.0 0.226
C -2.210386 -9.932569 -4.181597 -0.2 -1.0 0.7 -1.098
C -1.561616 -9.679789 -2.843377 0.3 0.0 1.5 -0.485
C -2.467476 -9.143289 -1.639447 0.7 0.2 -1.2 -0.380
C -3.899546 -9.513089 -1.629777 0.1 0.0 -0.4 0.230
N -5.015266 -9.805729 -1.627697 0.7 0.2 0.0 -0.395
H -2.497666 -9.010389 -4.686727 0.0 -0.2 0.0 0.290
H -3.070446 -10.575249 -3.993537 -0.4 0.2 -0.3 0.332
H -1.551156 -10.557419 -4.784147 0.1 0.4 -0.3 0.346
H -0.693556 -9.034299 -2.977257 -0.3 0.7 0.2 0.342
H -1.055336 -10.516909 -2.362747 -0.3 -0.8 -0.7 0.300
H -2.330866 -8.063609 -1.700437 -0.6 0.1 0.5 0.236
H -2.021416 -9.508969 -0.714557 -0.1 0.2 0.0 0.283
C 2.710874 -7.457279 5.777833 0.6 -0.6 0.0 -1.148
C 3.574144 -8.587899 5.169343 -0.5 1.4 0.3 -0.395
C 3.365304 -9.864919 5.938313 0.1 -1.2 0.7 -0.353
C 3.584614 -9.811059 7.411983 1.2 0.6 3.7 0.209
N 3.779684 -9.780299 8.583363 -0.8 -0.1 -4.4 -0.438
H 2.900034 -6.517229 5.259543 -0.2 0.0 0.3 0.322
H 2.899014 -7.397559 6.849813 0.2 0.4 0.0 0.367
H 1.661504 -7.745529 5.715993 -0.1 0.2 -0.3 0.295
H 4.643894 -8.379439 5.152413 0.0 0.3 0.3 0.292
H 3.312204 -8.611789 4.111553 -0.2 -0.8 0.0 0.297
H 4.065374 -10.607029 5.554533 -0.2 -0.3 0.1 0.281
H 2.362174 -10.290539 5.912513 -0.2 0.1 -0.7 0.270
C -8.015986 4.398221 -2.179177 -0.4 0.0 1.1 -1.157
C -8.329806 4.910481 -3.573967 -0.5 0.0 0.3 -0.386
C -7.303266 4.449951 -4.594537 0.7 -0.3 0.1 -0.371
C -5.948986 4.924681 -4.200367 0.3 0.3 -0.3 0.229
N -4.905286 5.326841 -3.910217 -0.9 -0.4 -0.2 -0.423
H -8.142086 3.322381 -2.057647 1.0 -0.4 -0.8 0.306
H -8.731826 4.589641 -1.379777 -0.5 1.2 -0.3 0.349
H -7.070706 4.779511 -1.792967 0.2 -0.4 -0.1 0.337
H -8.346006 5.995331 -3.678637 -0.1 0.1 0.6 0.278
H -9.336486 4.574161 -3.822127 0.1 -0.1 -0.4 0.286
H -7.549696 4.815031 -5.591577 0.2 0.1 0.0 0.287
H -7.242556 3.363251 -4.653647 -0.1 -0.1 0.0 0.266
C -0.641936 -1.949299 -0.186007 -0.6 0.2 1.1 -1.163
C -0.687916 -0.709409 -1.071897 -0.3 0.2 0.4 -0.370
C -1.069346 0.647121 -0.304467 -0.1 -1.5 -0.5 -0.426
C -2.229066 0.491921 0.626553 0.6 0.1 -0.3 0.227
N -3.103006 0.380621 1.367133 0.3 0.0 -0.3 -0.406
H -1.652836 -2.303759 0.015353 -0.2 -0.1 -0.2 0.330
H -0.296406 -1.701719 0.817683 0.5 0.0 0.0 0.313
H -0.081786 -2.807689 -0.556827 0.1 0.3 -0.3 0.339
H -1.404866 -0.967559 -1.851287 -0.1 0.6 -0.2 0.264
H 0.285944 -0.577449 -1.543387 -0.1 0.3 0.0 0.315
H -1.289406 1.435321 -1.024477 -0.1 -0.1 0.0 0.312
H -0.187676 0.973741 0.246973 -0.2 -0.1 0.2 0.265
C -3.936846 7.816661 3.688113 -0.1 0.8 1.1 -1.081
C -3.189526 8.150871 2.451493 1.4 -0.9 -1.8 -0.438
C -1.668336 7.604031 2.417633 -1.5 1.3 0.4 -0.444
C -0.821646 8.409851 3.325803 -0.9 -1.2 -0.4 0.237
N -0.215276 9.021931 4.075493 0.5 0.5 0.4 -0.398
H -3.429656 8.395861 4.459723 -0.3 -0.4 0.7 0.310
H -4.017036 6.763171 3.956133 0.4 0.0 -0.1 0.321
H -4.964016 8.178771 3.644473 0.0 0.1 -0.1 0.312
H -3.190556 9.217751 2.228213 0.0 0.0 0.3 0.312
H -3.690566 7.680521 1.605423 0.1 -0.1 -0.3 0.311
H -1.239406 7.727221 1.423183 -0.2 -0.3 -0.1 0.276
H -1.739356 6.556121 2.709073 0.5 0.1 0.0 0.283
C 10.111094 5.708421 0.580283 -0.8 0.7 1.1 -1.064
C 9.451394 7.109781 0.810823 -0.5 -0.4 -0.9 -0.458
C 8.143304 7.118871 1.668783 0.7 -0.6 -0.5 -0.328
C 7.119454 6.203931 1.200563 0.8 0.2 0.0 0.182
N 6.267984 5.531371 0.860203 -1.0 -0.9 -0.5 -0.414
H 9.381834 4.926331 0.369093 -0.2 0.3 -0.5 0.336
H 10.529784 5.363251 1.525613 0.6 0.1 -0.1 0.304
H 10.830914 5.782511 -0.234867 0.1 -0.2 0.3 0.306
H 9.248234 7.491121 -0.189887 -0.4 0.1 0.0 0.309
H 10.156064 7.845611 1.198273 0.1 -0.3 0.4 0.318
H 7.574124 8.048441 1.663303 0.8 0.5 0.4 0.270
H 8.409184 6.763521 2.664333 -0.2 0.5 0.3 0.240